No. 1
ORCA calculation (wB97M-V/def2-TZVPD) on a molecular structure, C31H46BiFNO6PSi.

Atoms and positions in Å:
Bi (-0.503, -0.057, 0.657)
O (-5.262, -1.126, -1.188)
C (-4.105, -0.684, -0.675)
O (-3.392, -1.349, 0.030)
C (-3.779, 0.719, -1.085)
C (-4.548, 1.472, -1.946)
C (-4.091, 2.747, -2.276)
C (-2.921, 3.217, -1.722)
C (-2.240, 2.398, -0.822)
N (-2.654, 1.182, -0.535)
C (-0.954, 2.842, -0.095)
O (-1.151, 4.194, 0.284)
O (-0.699, 2.088, 1.013)
H (-5.392, -2.034, -0.878)
H (-5.471, 1.074, -2.341)
H (-4.655, 3.364, -2.965)
H (-2.523, 4.195, -1.957)
H (-0.863, 4.219, 1.207)
C (3.574, 1.400, -3.205)
Si (2.503, 2.909, -3.013)
C (3.518, 4.273, -2.251)
C (1.815, 3.430, -4.664)
C (1.070, 2.687, -1.881)
C (0.168, 2.766, -1.079)
H (4.554, 1.713, -3.575)
H (3.162, 0.680, -3.916)
H (3.722, 0.890, -2.249)
H (4.305, 4.608, -2.933)
H (3.988, 3.920, -1.329)
H (2.890, 5.131, -1.997)
H (2.615, 3.719, -5.352)
H (1.145, 4.286, -4.543)
H (1.246, 2.619, -5.129)
C (0.422, 5.082, 4.543)
C (0.206, 3.604, 4.329)
C (-1.062, 3.091, 4.107)
C (-1.271, 1.729, 3.902)
C (-2.672, 1.225, 3.652)
C (-0.175, 0.868, 3.945)
C (1.114, 1.354, 4.203)
C (2.302, 0.429, 4.263)
C (1.281, 2.720, 4.378)
C (-0.384, -0.605, 3.722)
O (-0.168, -1.440, 4.563)
O (-0.872, -0.952, 2.522)
H (-0.428, 5.664, 4.184)
H (1.320, 5.423, 4.024)
H (0.553, 5.303, 5.605)
H (-1.916, 3.763, 4.086)
H (-3.401, 1.885, 4.122)
H (-2.817, 0.217, 4.040)
H (-2.886, 1.203, 2.578)
H (2.510, 0.028, 3.267)
H (2.106, -0.412, 4.927)
H (3.185, 0.963, 4.612)
H (2.279, 3.108, 4.565)
C (-2.270, -4.690, -0.269)
C (-1.147, -4.429, -1.290)
C (-0.434, -5.745, -1.603)
P (-0.151, -2.954, -0.743)
C (1.309, -3.492, 0.270)
C (2.389, -4.383, -0.348)
C (0.779, -4.099, 1.578)
C (0.544, -2.275, -2.343)
C (0.917, -3.264, -3.449)
C (1.718, -1.319, -2.094)
H (-3.069, -5.282, -0.725)
H (-2.696, -3.759, 0.109)
H (-1.888, -5.251, 0.587)
H (-1.618, -4.053, -2.205)
H (-0.053, -6.202, -0.688)
H (0.390, -5.636, -2.302)
H (-1.155, -6.444, -2.039)
H (1.773, -2.531, 0.523)
H (2.010, -5.374, -0.594)
H (3.200, -4.510, 0.376)
H (2.823, -3.950, -1.249)
H (0.369, -5.097, 1.406)
H (0.007, -3.476, 2.034)
H (1.591, -4.190, 2.303)
H (-0.294, -1.676, -2.719)
H (1.708, -3.945, -3.133)
H (1.288, -2.709, -4.316)
H (0.064, -3.856, -3.781)
H (2.619, -1.867, -1.815)
H (1.540, -0.581, -1.308)
H (1.931, -0.763, -3.010)
F (1.506, 0.063, 1.106)

Values from the calculation:
- spin multiplicity = 1
- F_max (hartree/bohr) = 0.00966
- gap between HOMO and LUMO (eV) = 7.62

---

No. 2
ORCA calculation (wB97M-V/def2-TZVPD) on a molecular structure, C31H46F9N7OSSi2Ti.

Atoms and positions in Å:
Ti (0.739, -0.389, 0.957)
C (1.010, 3.079, 3.014)
Si (0.151, 1.615, 3.824)
C (-1.694, 1.812, 3.543)
C (0.517, 1.789, 5.681)
C (0.784, -0.013, 3.120)
C (2.263, -0.029, 2.970)
C (3.236, 0.473, 3.843)
C (4.567, 0.335, 3.526)
C (4.944, -0.280, 2.332)
C (3.954, -0.716, 1.486)
N (2.659, -0.587, 1.798)
Si (0.203, -1.543, 4.069)
C (-0.291, -3.006, 2.973)
C (1.595, -2.138, 5.186)
C (-1.306, -1.233, 5.151)
H (0.859, 3.962, 3.643)
H (0.613, 3.307, 2.022)
H (2.088, 2.925, 2.921)
H (-1.977, 2.839, 3.797)
H (-2.286, 1.140, 4.171)
H (-1.973, 1.639, 2.501)
H (-0.336, 2.242, 6.196)
H (1.375, 2.448, 5.846)
H (0.732, 0.838, 6.173)
H (2.928, 0.936, 4.771)
H (5.325, 0.700, 4.210)
H (5.983, -0.408, 2.063)
H (4.180, -1.181, 0.536)
H (0.275, -3.902, 3.240)
H (-0.151, -2.849, 1.903)
H (-1.352, -3.230, 3.115)
H (2.477, -2.424, 4.604)
H (1.274, -3.015, 5.753)
H (1.903, -1.368, 5.899)
H (-2.213, -1.085, 4.559)
H (-1.202, -0.393, 5.838)
H (-1.456, -2.139, 5.748)
N (0.535, 6.193, -2.338)
C (0.601, 5.190, -1.768)
C (0.679, 3.950, -1.090)
C (-0.486, 3.264, -0.666)
C (-0.375, 2.065, -0.046)
N (0.839, 1.437, 0.185)
C (1.971, 2.126, -0.205)
C (1.926, 3.332, -0.826)
H (-1.465, 3.687, -0.845)
H (-1.260, 1.528, 0.286)
H (2.916, 1.643, 0.004)
H (2.846, 3.820, -1.118)
F (1.641, -0.689, -1.869)
C (1.716, -2.018, -1.980)
F (1.654, -2.348, -3.263)
F (2.939, -2.361, -1.529)
C (0.578, -2.687, -1.115)
O (0.116, -1.827, -0.174)
C (-0.615, -3.095, -2.030)
F (-0.991, -2.060, -2.782)
F (-0.316, -4.121, -2.834)
F (-1.664, -3.452, -1.278)
C (1.152, -3.960, -0.424)
F (1.816, -4.746, -1.277)
F (0.172, -4.683, 0.121)
F (1.986, -3.608, 0.565)
C (0.625, 3.581, -4.958)
N (-0.435, 2.785, -5.551)
C (-1.039, 1.728, -4.966)
S (-0.610, 1.150, -3.456)
N (-2.049, 1.194, -5.703)
C (-2.829, 0.029, -5.334)
H (0.261, 4.556, -4.628)
H (1.428, 3.722, -5.681)
H (1.011, 3.047, -4.094)
H (-0.833, 3.131, -6.410)
H (-2.178, 1.546, -6.637)
H (-2.672, -0.166, -4.277)
H (-2.520, -0.853, -5.897)
H (-3.887, 0.216, -5.515)
C (-3.047, 0.053, -0.801)
C (-4.201, -0.906, -1.199)
N (-4.979, -1.276, -0.014)
C (-5.531, -0.061, 0.590)
C (-4.384, 0.910, 0.989)
N (-3.089, 0.314, 0.646)
C (-2.955, -0.954, 1.365)
C (-4.091, -1.929, 0.950)
H (-3.113, 1.009, -1.324)
H (-2.073, -0.374, -1.050)
H (-3.816, -1.821, -1.654)
H (-4.878, -0.437, -1.917)
H (-6.127, -0.349, 1.458)
H (-6.205, 0.400, -0.135)
H (-4.388, 1.117, 2.062)
H (-4.468, 1.866, 0.468)
H (-2.981, -0.736, 2.435)
H (-1.973, -1.366, 1.139)
H (-4.688, -2.230, 1.814)
H (-3.689, -2.835, 0.492)

Values from the calculation:
- <S²> = 2.0281
- spin multiplicity = 3
- F_max (hartree/bohr) = 0.00863
- gap between HOMO and LUMO (spin up / spin down) (eV) = 5.63 / 7.70